The following is a DFT calculation (the ωB97M-V functional and the def2-TZVPD basis) of a single C4H7N3OS molecule at a distorted geometry.

Calculated values
Frontier orbital gap (eV): 6.85
Highest occupied orbital energy (eV): -7.25
Maximum force (eV Å⁻¹): 3.56

CARTESIAN COORDINATES (ANGSTROEM)
1 C 0.420 -0.513 0.637
2 C -1.352 0.430 -0.850
3 C 0.939 0.969 -1.157
4 C 0.782 -0.835 2.073
5 N 1.110 0.425 0.114
6 N -0.350 0.771 -1.640
7 N -0.449 0.834 -3.070
8 O -2.415 -0.033 -1.527
9 S 2.125 1.898 -1.762
10 H 0.561 -0.043 2.770
11 H 1.814 -1.144 1.941
12 H 0.300 -1.761 2.433
13 H 1.953 0.748 0.621
14 H -0.462 -0.051 -3.728
15 H 0.480 1.223 -3.349
16 H -3.115 -0.356 -0.935

Mulliken population analysis, charges in e, atoms 1 to 4:
1 C -0.257
2 C -0.402
3 C 0.390
4 C -0.992

---

The following is a DFT calculation (the ωB97M-V functional and the def2-TZVPD basis) of a single C4H7N3S molecule at a distorted geometry.

Calculated values
Frontier orbital gap (eV): 8.52
Highest occupied orbital energy (eV): -8.72
Structure (SMILES): [H]/N=C(/NC=C)C(N)=S
Maximum force (eV Å⁻¹): 7.37

CARTESIAN COORDINATES (ANGSTROEM)
1 H -1.220 2.096 -0.792
2 N -0.297 1.721 -0.622
3 C -0.388 0.437 -0.376
4 N 0.602 -0.300 -0.120
5 C 2.083 -0.130 -0.235
6 C 2.908 -1.102 0.202
7 C -1.830 -0.236 0.005
8 N -2.820 0.666 0.547
9 S -2.091 -1.826 -0.464
10 H 0.201 -1.263 0.099
11 H 2.365 0.891 -0.723
12 H 2.783 -1.936 1.198
13 H 3.999 -0.834 -0.063
14 H -2.574 1.719 0.505
15 H -3.721 0.098 0.838

Mulliken population analysis, charges in e, atoms 1 to 4:
1 H 0.207
2 N -0.826
3 C 0.881
4 N -0.156

---

The following is a DFT calculation (the ωB97M-V functional and the def2-TZVPD basis) of a single C4H7N3S molecule at a distorted geometry.

Calculated values
Frontier orbital gap (eV): 8.69
Highest occupied orbital energy (eV): -8.76
Structure (SMILES): C=CN(C=S)/C=N/N
Maximum force (eV Å⁻¹): 4.88

CARTESIAN COORDINATES (ANGSTROEM)
1 C 0.140 2.151 -0.115
2 C 1.056 1.216 -0.025
3 N 0.822 -0.231 -0.091
4 C 1.947 -0.973 -0.138
5 S 3.567 -0.635 0.037
6 C -0.464 -0.771 -0.200
7 N -1.574 -0.169 -0.035
8 N -2.762 -1.129 -0.045
9 H 0.652 3.186 0.286
10 H -0.953 2.081 -0.156
11 H 2.152 1.417 0.023
12 H 1.740 -2.031 -0.553
13 H -0.328 -1.824 -0.058
14 H -2.533 -1.801 0.845
15 H -3.462 -0.488 0.224

Mulliken population analysis, charges in e, atoms 1 to 4:
1 C -0.686
2 C -0.034
3 N 0.169
4 C 0.002

---

The following is a DFT calculation (the ωB97M-V functional and the def2-TZVPD basis) of a 2-piece molecular cluster, C4H7N4S2 overall at a distorted geometry.

Calculated values
Total charge: +1
Frontier orbital gap (alpha / beta) (eV): 5.89 / 8.22
Highest occupied orbital energy (alpha / beta) (eV): -12.39 / -12.35
Maximum force (eV Å⁻¹): 4.99

CARTESIAN COORDINATES (ANGSTROEM)
1 C -1.770 0.797 2.198
2 C -1.250 0.971 3.434
3 C 0.186 0.075 1.879
4 C 0.253 -0.331 -1.960
5 N -0.846 0.425 1.278
6 N -1.027 0.012 -1.765
7 N 1.128 -0.166 -1.045
8 N 2.289 -0.720 -1.084
9 S 0.720 -1.159 -3.585
10 S 0.398 0.418 3.530
11 H -2.815 0.985 1.786
12 H -1.718 1.513 4.284
13 H -1.168 0.613 -1.033
14 H -1.761 -0.156 -2.547
15 H 1.687 -1.795 -3.023
16 H 3.002 -0.246 -0.466
17 H 2.692 -1.237 -1.883

Mulliken population analysis, charges in e, atoms 1 to 4:
1 C -0.534
2 C -0.155
3 C 0.183
4 C 0.612

---

The following is a DFT calculation (the ωB97M-V functional and the def2-TZVPD basis) of a single C4H7N5 molecule at a distorted geometry.

Calculated values
Frontier orbital gap (eV): 9.96
Highest occupied orbital energy (eV): -8.91
Structure (SMILES): C=CCn1nnc(N)n1
Maximum force (eV Å⁻¹): 2.67

CARTESIAN COORDINATES (ANGSTROEM)
1 C -1.338 1.831 2.190
2 C -0.831 1.253 1.084
3 C -1.159 -0.189 0.782
4 N -0.052 -0.770 0.035
5 N 1.124 -1.098 0.597
6 N 1.909 -1.319 -0.360
7 C 1.226 -1.069 -1.531
8 N 1.738 -1.162 -2.782
9 N 0.000 -0.728 -1.317
10 H -2.023 1.353 2.907
11 H -1.079 2.853 2.417
12 H -0.276 1.807 0.343
13 H -1.212 -0.740 1.707
14 H -2.066 -0.276 0.138
15 H 2.752 -1.232 -2.799
16 H 1.286 -0.514 -3.411

Mulliken population analysis, charges in e, atoms 1 to 4:
1 C -0.785
2 C -0.001
3 C -0.469
4 N 0.936

---

The following is a DFT calculation (the ωB97M-V functional and the def2-TZVPD basis) of a single C4H7N5 molecule at a distorted geometry.

Calculated values
Frontier orbital gap (eV): 8.59
Highest occupied orbital energy (eV): -7.93
Structure (SMILES): NC1=NNC2=NCCN12
Maximum force (eV Å⁻¹): 4.98

CARTESIAN COORDINATES (ANGSTROEM)
1 N -0.851 2.190 1.047
2 C -0.556 1.303 -0.020
3 N -0.405 1.636 -1.246
4 N -0.055 0.258 -1.739
5 C 0.317 -0.622 -0.725
6 N 0.790 -1.842 -0.588
7 C 0.594 -2.157 0.760
8 C 0.175 -0.892 1.502
9 N 0.128 0.100 0.346
10 H -1.177 3.102 0.772
11 H -0.043 2.133 1.719
12 H -0.597 -0.053 -2.450
13 H -0.239 -2.850 0.861
14 H 1.514 -2.673 1.011
15 H 0.899 -0.874 2.384
16 H -0.777 -0.970 1.866

Mulliken population analysis, charges in e, atoms 1 to 4:
1 N -0.477
2 C 0.343
3 N -0.543
4 N -0.124

---

The following is a DFT calculation (the ωB97M-V functional and the def2-TZVPD basis) of a single C4H7N5 molecule.

Calculated values
Frontier orbital gap (eV): 8.88
Highest occupied orbital energy (eV): -8.17
Structure (SMILES): N#CC(N)(N)C(N)=C=N
Maximum force (eV Å⁻¹): 0.79

CARTESIAN COORDINATES (ANGSTROEM)
1 N -0.375 -2.857 -0.013
2 C -0.494 -1.722 0.040
3 C -0.685 -0.271 0.016
4 N -1.511 0.110 1.144
5 N -1.384 0.153 -1.195
6 C 0.689 0.416 0.013
7 N 0.598 1.830 0.057
8 C 1.784 -0.289 0.056
9 N 2.776 -0.983 -0.094
10 H -1.096 -0.191 2.018
11 H -1.605 1.120 1.159
12 H -2.358 -0.125 -1.140
13 H -0.966 -0.270 -2.017
14 H 1.477 2.270 -0.182
15 H -0.134 2.140 -0.576
16 H 3.284 -1.331 0.715

Mulliken population analysis, charges in e, atoms 1 to 4:
1 N -0.470
2 C -0.290
3 C 1.168
4 N -0.647

---

The following is a DFT calculation (the ωB97M-V functional and the def2-TZVPD basis) of a 2-piece molecular cluster, C4H7N5O overall at a distorted geometry.

Calculated values
Frontier orbital gap (eV): 8.83
Highest occupied orbital energy (eV): -8.20
Structure (SMILES): N#Cc1[nH]nc(N)c1N.O
Maximum force (eV Å⁻¹): 3.72

CARTESIAN COORDINATES (ANGSTROEM)
1 N -0.609 2.946 0.597
2 C -1.284 2.512 1.465
3 C -2.525 2.111 2.053
4 N -2.988 0.824 1.923
5 N -4.304 0.760 2.100
6 C -4.701 1.973 2.460
7 N -5.940 2.232 3.037
8 C -3.630 2.904 2.363
9 N -3.719 4.268 2.558
10 H -2.547 0.106 1.344
11 H -6.387 3.075 2.690
12 H -6.574 1.444 2.970
13 H -2.843 4.774 2.521
14 H -4.321 4.535 3.329
15 O -0.861 -0.133 0.290
16 H -1.502 -0.527 -0.311
17 H -0.452 0.717 -0.207

Mulliken population analysis, charges in e, atoms 1 to 4:
1 N -0.568
2 C 0.082
3 C 0.074
4 N 0.332